[1]
{
  "formula": "C4H8N4O3",
  "method": "ωB97M-V/def2-TZVPD",
  "orbital_gap_ha": 0.419,
  "fmax_ha_per_bohr": 0.0914,
  "e_lumo_ev": 0.7920,
  "smiles": "On1cnnn1.CCOC=O",
  "charge": 0,
  "homo_ev": -10.5988,
  "elements": ["O", "N", "C", "N", "N", "N", "H", "H", "C", "C", "O", "C", "O", "H", "H", "H", "H", "H", "H"],
  "positions_angstrom": [[-0.76, -2.87, -0.98], [0.15, -2.35, -0.02], [1.48, -2.48, 0.08], [1.81, -1.77, 1.14], [0.71, -1.18, 1.59], [-0.31, -1.59, 0.94], [-1.47, -2.26, -0.85], [2.12, -2.88, -0.66], [0.44, 2.25, 0.76], [0.16, 1.91, -0.68], [-0.50, 0.68, -1.06], [-1.76, 0.40, -0.61], [-2.20, -0.70, -0.76], [0.94, 1.35, 1.31], [1.10, 3.02, 0.65], [-0.34, 2.59, 1.44], [1.13, 1.77, -0.97], [-0.49, 2.75, -1.15], [-2.19, 1.34, -0.17]],
  "nbo_charge": [-0.493, 0.099, 0.106, -0.291, -0.089, -0.095, 0.508, 0.230, -0.648, -0.072, -0.520, 0.692, -0.598, 0.243, 0.215, 0.210, 0.204, 0.178, 0.123]
}

---

[2]
{
  "formula": "C4H8N4S",
  "method": "ωB97M-V/def2-TZVPD",
  "orbital_gap_ha": 0.317,
  "fmax_ha_per_bohr": 0.1457,
  "e_lumo_ev": 0.7189,
  "smiles": "CN(C)n1cn[nH]c1=S",
  "charge": 0,
  "homo_ev": -7.9037,
  "elements": ["C", "N", "C", "N", "C", "N", "N", "C", "S", "H", "H", "H", "H", "H", "H", "H", "H"],
  "positions_angstrom": [[1.66, -0.26, 1.05], [0.57, -0.70, 0.14], [0.98, -1.35, -1.10], [-0.43, 0.14, 0.20], [-0.50, 1.86, 0.28], [-1.70, 2.17, 0.13], [-2.44, 1.05, -0.07], [-1.75, -0.07, 0.01], [-2.37, -1.58, -0.29], [2.35, 0.51, 0.52], [1.07, 0.30, 1.88], [2.45, -1.07, 1.30], [1.73, -2.12, -0.86], [0.13, -1.88, -1.50], [1.39, -0.58, -1.75], [0.24, 2.52, 0.42], [-3.38, 1.07, -0.37]],
  "nbo_charge": [-0.429, -0.243, -0.425, -0.233, 0.153, -0.229, -0.398, 0.231, -0.310, 0.167, 0.225, 0.226, 0.213, 0.243, 0.178, 0.202, 0.430]
}

---

[3]
{
  "formula": "C4H8N6",
  "method": "ωB97M-V/def2-TZVPD",
  "orbital_gap_ha": [0.297, 0.218],
  "fmax_ha_per_bohr": 0.0868,
  "multiplicity": 3,
  "e_lumo_ev": [-7.9587, -11.2049],
  "charge": 2,
  "s2": 2.04,
  "homo_ev": [-16.0380, -17.1452],
  "elements": ["C", "C", "C", "C", "N", "N", "N", "N", "N", "N", "H", "H", "H", "H", "H", "H", "H", "H"],
  "positions_angstrom": [[0.25, 1.20, 1.62], [-1.50, -0.46, -1.64], [1.10, 0.29, 3.77], [0.01, 0.40, 0.56], [0.60, 0.71, 2.82], [-0.61, -1.20, -0.95], [-1.65, 0.75, -1.15], [-2.39, 1.60, -1.79], [0.10, -0.52, -0.22], [2.15, -1.40, -0.32], [-0.04, 2.17, 1.46], [-1.98, -1.03, -2.56], [1.66, -0.03, 4.69], [-2.64, 2.46, -1.36], [-2.49, 1.44, -2.80], [2.93, -1.58, 0.37], [2.54, -1.20, -1.29], [1.73, -2.26, -0.42]],
  "nbo_charge": [-0.166, 0.261, 0.466, 0.434, -0.208, -0.259, -0.278, -0.334, 0.011, -0.866, 0.283, 0.271, 0.346, 0.427, 0.406, 0.410, 0.414, 0.381]
}

---

[4]
{
  "formula": "C4H8N6OS",
  "method": "ωB97M-V/def2-TZVPD",
  "orbital_gap_ha": 0.333,
  "fmax_ha_per_bohr": 0.1150,
  "e_lumo_ev": 0.6488,
  "smiles": "CSc1nc(N)n(NNC=O)n1",
  "charge": 0,
  "homo_ev": -8.4234,
  "elements": ["C", "S", "C", "N", "C", "N", "N", "N", "N", "C", "O", "N", "H", "H", "H", "H", "H", "H", "H", "H"],
  "positions_angstrom": [[3.45, 1.06, -1.42], [2.90, 1.28, 0.36], [1.19, 0.88, 0.21], [0.81, 0.10, -0.79], [-0.52, 0.05, -0.71], [-1.50, -0.54, -1.50], [-0.91, 0.91, 0.26], [-2.14, 1.17, 0.81], [-2.50, 0.22, 2.05], [-2.76, -1.03, 1.82], [-2.91, -1.53, 0.72], [0.21, 1.44, 0.83], [2.77, 0.28, -1.86], [4.50, 0.70, -1.29], [3.54, 2.00, -2.13], [-1.26, -1.26, -2.20], [-2.23, -0.90, -1.00], [-2.15, 2.05, 1.17], [-2.30, 0.65, 2.98], [-3.00, -1.50, 2.80]],
  "nbo_charge": [-0.743, 0.229, 0.186, -0.558, 0.556, -0.803, -0.094, -0.244, -0.482, 0.514, -0.637, -0.357, 0.265, 0.223, 0.222, 0.397, 0.419, 0.370, 0.409, 0.126]
}

---

[5]
{
  "formula": "C4H8NO",
  "method": "ωB97M-V/def2-TZVPD",
  "orbital_gap_ha": [0.219, 0.246],
  "fmax_ha_per_bohr": 0.0879,
  "e_lumo_ev": [4.4612, 4.5056],
  "charge": -1,
  "homo_ev": [-1.4880, -2.1895],
  "elements": ["C", "C", "C", "C", "N", "O", "H", "H", "H", "H", "H", "H", "H", "H"],
  "positions_angstrom": [[0.24, 0.80, -0.61], [-0.53, -0.42, -0.39], [0.99, 1.54, 0.45], [0.16, -1.78, 0.04], [-1.44, -0.07, 0.58], [-2.66, 0.27, 0.24], [-0.30, 1.39, -1.38], [-0.97, -0.60, -1.49], [1.89, 0.94, 0.76], [0.32, 1.83, 1.39], [1.38, 2.43, 0.04], [0.76, -1.77, 0.92], [0.92, -2.09, -0.75], [-0.76, -2.48, 0.20]],
  "nbo_charge": [-0.340, -0.158, -0.651, -0.622, -0.098, -0.560, 0.163, 0.142, 0.177, 0.188, 0.189, 0.189, 0.185, 0.198]
}

---

[6]
{
  "formula": "C4H8NO",
  "method": "ωB97M-V/def2-TZVPD",
  "orbital_gap_ha": 0.271,
  "fmax_ha_per_bohr": 0.1046,
  "e_lumo_ev": -6.6024,
  "charge": 1,
  "homo_ev": -13.9653,
  "elements": ["C", "C", "C", "C", "N", "O", "H", "H", "H", "H", "H", "H", "H", "H"],
  "positions_angstrom": [[2.51, 0.00, -0.08], [-1.19, 0.52, -0.23], [1.22, 0.49, 0.04], [0.00, -0.19, 0.17], [-2.34, -0.30, 0.10], [-0.07, -1.50, 0.40], [2.92, -1.06, -0.16], [3.27, 0.69, -0.33], [-1.11, 1.53, 0.20], [-1.32, 0.64, -1.29], [0.91, 1.49, -0.20], [-3.12, 0.05, -0.34], [-2.40, -0.49, 1.07], [0.72, -1.87, 0.65]],
  "nbo_charge": [-0.104, -0.355, -0.383, 0.638, -0.795, -0.523, 0.240, 0.235, 0.231, 0.295, 0.251, 0.387, 0.378, 0.506]
}

---

[7]
{
  "formula": "C4H8NO",
  "method": "ωB97M-V/def2-TZVPD",
  "orbital_gap_ha": 0.428,
  "fmax_ha_per_bohr": 0.0983,
  "e_lumo_ev": -4.2122,
  "smiles": "C[N+](C)=C1CO1",
  "charge": 1,
  "homo_ev": -15.8641,
  "elements": ["C", "N", "C", "C", "C", "O", "H", "H", "H", "H", "H", "H", "H", "H"],
  "positions_angstrom": [[-0.57, 1.52, -0.39], [-0.11, 0.20, 0.08], [-0.95, -0.94, -0.03], [1.21, 0.05, 0.11], [2.51, -0.52, 0.16], [2.20, 0.83, 0.04], [-1.49, 1.70, 0.26], [-0.68, 1.55, -1.46], [0.17, 2.27, -0.10], [-1.25, -1.32, 0.99], [-0.47, -1.75, -0.54], [-1.91, -0.67, -0.52], [2.89, -0.70, 1.10], [2.99, -1.15, -0.67]],
  "nbo_charge": [-0.425, -0.300, -0.437, 0.665, -0.095, -0.341, 0.247, 0.241, 0.241, 0.244, 0.235, 0.252, 0.223, 0.250]
}

---

[8]
{
  "formula": "C4H8NO",
  "method": "ωB97M-V/def2-TZVPD",
  "orbital_gap_ha": [0.293, 0.293],
  "fmax_ha_per_bohr": 0.0887,
  "e_lumo_ev": [-4.1340, -4.1353],
  "charge": 1,
  "homo_ev": [-12.0987, -12.0971],
  "elements": ["C", "C", "C", "C", "N", "O", "H", "H", "H", "H", "H", "H", "H", "H"],
  "positions_angstrom": [[2.02, 0.12, -0.02], [3.26, 0.32, 0.05], [-0.16, -1.06, -0.30], [-2.02, 0.78, -0.03], [-1.36, -0.57, 0.32], [0.83, -0.17, 0.09], [3.73, 1.19, -0.37], [3.96, -0.45, 0.45], [-0.18, -1.38, -1.37], [-3.01, 0.53, -0.28], [-1.84, 1.27, 0.86], [-1.74, 1.35, -0.93], [-2.09, -1.36, 0.17], [-1.40, -0.59, 1.36]],
  "nbo_charge": [0.607, -0.552, -0.103, -0.423, -0.547, -0.364, 0.284, 0.293, 0.212, 0.228, 0.216, 0.251, 0.460, 0.436]
}